(1)
{"formula": "C3H8N2O", "method": "wB97M-V/def2-TZVPD", "species": ["O", "N", "N", "C", "C", "C", "H", "H", "H", "H", "H", "H", "H", "H"], "positions_angstrom": [[1.331887, -1.460267, -0.244092], [-2.075318, -0.126928, -0.212898], [1.494051, 0.886393, -0.205800], [0.319571, 0.292944, 0.475968], [0.184000, -1.068655, 0.107884], [-0.714993, -0.166640, -0.518745], [2.050810, 1.281583, 0.592910], [-2.273781, -0.789005, 0.632636], [-0.019091, -1.768758, 1.051821], [-0.786263, 0.330245, -1.728274], [1.630820, -0.763432, -0.850602], [-0.003953, 0.790795, 1.414823], [-2.438214, 0.792892, 0.277508], [1.300472, 1.768836, -0.793137]], "forces_ev_per_angstrom": [[5.3738, -4.3981, -4.6805], [-3.7586, -0.2860, 4.8744], [0.2993, 3.1618, 1.1360], [-0.9984, 5.8648, 0.1360], [-2.1908, -3.5580, 6.6794], [-1.7019, 3.8278, -4.7677], [-0.1386, -0.6947, -1.2894], [0.3988, 1.0425, -2.0723], [-1.2446, 1.3252, -2.1968], [1.6133, -1.8339, 3.3130], [1.1126, -0.1415, 0.0836], [0.0662, -0.5591, -0.7312], [1.4175, -1.8452, -1.7028], [-0.2486, -1.9056, 1.2185]], "nbo_charge": [-0.69, -0.82, -0.87, -0.15, 0.08, -0.08, 0.37, 0.35, 0.19, 0.20, 0.49, 0.19, 0.36, 0.37], "homo_lumo_gap_ev": 9.49, "e_above_lowest_ev": 5.380, "homo_energy_ev": -8.539, "smiles": "N[C@@H]1C(O)[C@H]1N", "lumo_energy_ev": 0.95, "energy_ha": -303.6944, "multiplicity": 1}

---

(2)
{"formula": "C24H48O13S2", "method": "wB97M-V/def2-TZVPD", "species": ["S", "S", "O", "O", "O", "O", "O", "O", "O", "O", "O", "O", "O", "O", "O", "C", "C", "C", "C", "C", "C", "C", "C", "C", "C", "C", "C", "C", "C", "C", "C", "C", "C", "C", "C", "C", "C", "C", "C", "H", "H", "H", "H", "H", "H", "H", "H", "H", "H", "H", "H", "H", "H", "H", "H", "H", "H", "H", "H", "H", "H", "H", "H", "H", "H", "H", "H", "H", "H", "H", "H", "H", "H", "H", "H", "H", "H", "H", "H", "H", "H", "H", "H", "H", "H", "H", "H"], "positions_angstrom": [[-13.313334, 16.956161, -14.980574], [-11.578082, 14.349617, -11.732287], [-13.541919, 15.561703, -14.763628], [-12.988985, 14.562694, -11.642198], [-5.591101, 16.657438, -7.401637], [-11.997264, 17.447170, -15.350460], [-14.409676, 17.554132, -16.016320], [-13.893842, 17.790646, -13.715455], [-16.659258, 14.749080, -11.956688], [-5.836520, 14.314835, -13.163034], [-11.005101, 15.300428, -12.917038], [-12.129098, 19.436547, -9.930722], [-14.362745, 16.839653, -6.601099], [-10.753890, 15.136192, -10.609215], [-11.087540, 13.015989, -11.854398], [-5.204394, 17.566466, -8.447245], [-18.054537, 15.036398, -11.753435], [-8.043019, 13.986858, -13.867967], [-6.750088, 15.928237, -7.820622], [-14.431959, 19.040746, -14.167988], [-7.502270, 16.901231, -8.700956], [-15.050171, 18.724017, -15.527726], [-14.560396, 15.823274, -7.585998], [-6.873151, 14.949094, -13.916892], [-12.297668, 16.426821, -7.675110], [-15.937129, 15.859304, -11.455170], [-12.976936, 17.282707, -6.598469], [-14.311796, 20.265377, -10.145058], [-6.417781, 13.267941, -12.373240], [-13.397693, 21.380053, -9.650062], [-10.548746, 16.549790, -12.415457], [-13.253275, 19.314069, -10.778393], [-12.223118, 20.593625, -9.092879], [-13.441962, 16.089677, -8.601531], [-10.712774, 16.536947, -10.886563], [-7.953291, 13.423328, -12.461299], [-18.213695, 16.534883, -11.973579], [-6.511045, 17.968906, -9.154324], [-16.797393, 17.079878, -11.742656], [-13.257004, 15.201433, -9.210690], [-5.948917, 13.325157, -11.390850], [-4.500200, 17.068400, -9.121204], [-9.874075, 16.912178, -10.310866], [-13.820981, 22.021184, -8.871441], [-7.075703, 15.925819, -13.468888], [-8.331986, 17.395414, -8.189768], [-12.498560, 17.056328, -5.643201], [-11.994264, 15.486302, -7.211671], [-7.984706, 13.261475, -14.684881], [-15.527651, 16.010538, -8.047765], [-14.439872, 14.817979, -7.177607], [-4.668783, 18.369916, -7.948767], [-18.234619, 14.775840, -10.703089], [-10.999401, 17.392714, -12.933557], [-13.000536, 19.638969, -11.790997], [-15.079622, 20.694975, -10.791288], [-6.203316, 12.281561, -12.797040], [-9.016073, 14.429653, -14.095258], [-7.284480, 15.753285, -6.886831], [-8.486528, 12.484070, -12.331405], [-16.135626, 18.685991, -15.598257], [-6.721340, 18.970848, -8.780171], [-14.848320, 19.684843, -9.392771], [-6.439382, 14.999767, -8.304623], [-13.139595, 18.348205, -6.765916], [-8.416723, 14.126587, -11.766336], [-14.752263, 19.495168, -16.248186], [-12.557582, 20.242850, -8.111551], [-13.628962, 19.777990, -14.197143], [-11.594358, 17.112426, -10.604197], [-15.156564, 19.405903, -13.443033], [-16.723657, 17.759510, -10.884609], [-13.144124, 22.085569, -10.444730], [-15.659239, 15.703447, -10.408742], [-7.986185, 16.361022, -9.521207], [-18.603832, 14.400576, -12.440056], [-18.497905, 16.677120, -13.021238], [-6.594474, 15.076215, -14.965049], [-13.682223, 18.313871, -10.716104], [-19.046713, 16.971422, -11.424021], [-6.395622, 18.017674, -10.235756], [-16.359336, 17.636758, -12.570867], [-13.722586, 16.837590, -9.347227], [-11.435860, 16.901520, -8.141797], [-15.031192, 16.019231, -12.041549], [-11.277404, 21.129627, -9.107420], [-9.482855, 16.621474, -12.651903]], "forces_ev_per_angstrom": [[0.2428, 0.1266, -0.2568], [-0.0050, 0.4828, -0.9128], [0.1873, 1.3881, -0.2218], [0.6977, 0.1239, 0.3582], [0.2181, 0.2325, -0.2369], [-1.8126, -0.5046, 0.5927], [0.3948, -1.0964, 0.4849], [0.3205, -0.4615, -0.1584], [-0.1945, 0.1733, -0.4178], [-0.2271, -0.1201, -0.1673], [-0.6124, -0.7354, 0.2462], [0.6978, -0.4915, -0.1626], [0.0701, -0.5213, 0.4524], [-0.7598, -0.8031, 0.7706], [0.0411, 0.9727, 0.1550], [0.0218, -0.9752, 0.2428], [1.1319, -0.2727, 0.7976], [-1.1448, 0.3508, -0.5059], [0.7085, 0.9513, 0.9410], [0.0204, -0.0288, 0.3013], [-1.2842, 0.0448, -0.6817], [0.7731, 1.4864, -1.1869], [0.7416, 1.1275, -0.6477], [-0.0835, -0.4006, -0.3580], [-0.1482, 0.6285, -0.0965], [0.3606, 0.0428, -0.8555], [-1.0090, -0.7252, -0.1364], [0.2893, 0.1491, -0.6291], [-0.4303, -0.0305, 0.1932], [-0.2355, 0.5536, 0.8292], [1.5489, 0.6621, -0.0042], [-1.3948, 1.0017, 0.5534], [-0.9757, -0.1615, -0.4399], [-0.3683, -1.0508, -0.6018], [-0.3167, 0.1847, -0.6841], [0.4422, -0.1817, -0.1773], [-0.2381, -0.0757, -1.2741], [1.0151, 0.2536, 0.2616], [-0.0787, 0.7825, 1.2977], [0.1156, -0.0538, 0.1619], [-0.2729, -0.0237, 0.1343], [-0.0425, -0.0620, -0.1035], [0.1422, 0.1457, -0.2944], [-0.1706, -0.2310, 0.0489], [-0.1712, 0.0564, -0.0331], [0.1064, -0.2002, 0.3296], [-0.2588, 0.4049, 0.1879], [0.2700, 0.0945, 0.0490], [0.5558, -0.3798, 0.3886], [-0.2394, -0.4149, 0.2740], [-0.3254, -0.0330, 0.1298], [-0.1004, 0.2115, -0.1113], [-0.5719, -0.0667, -0.0910], [-0.5350, -0.1802, 0.1381], [0.0378, -0.3336, -0.0936], [0.1311, -0.3627, -0.3819], [0.3455, 0.0842, -0.1150], [0.1037, 0.4067, 0.3422], [-0.1042, -0.5270, -0.1918], [0.1266, -0.0747, -0.0352], [0.0237, -0.6980, 0.4449], [-0.6057, -0.0794, -0.1850], [0.2019, 0.3614, 0.4429], [-0.2369, -0.0225, -0.1297], [1.0699, 0.1158, -0.1337], [0.3747, 0.1140, 0.1756], [-0.1689, 0.1653, 0.2504], [0.6740, 0.1864, 0.2529], [0.0571, -0.0600, -0.3574], [-0.2412, -0.5600, 0.3324], [-0.0725, -0.3342, 0.0826], [-0.2883, 0.0308, -0.0525], [0.1961, -0.3642, -0.2599], [-0.2215, 0.1209, 0.0940], [0.2823, 0.1131, -0.1608], [-0.2004, -0.0038, 0.1170], [0.1364, 0.0833, -0.0115], [0.4603, 0.2246, 0.1638], [0.4965, -0.2173, -0.5120], [0.3361, 0.0615, 0.4362], [0.0441, 0.0079, 0.0111], [-0.4043, -0.1514, -0.2701], [0.0752, 0.3983, 0.4491], [-0.0129, 0.0285, 0.0129], [0.2098, -0.7193, 0.2195], [0.0513, -0.1250, 0.2783], [0.0170, -0.2200, -0.0893]], "lowdin_charge": [0.66, 0.63, -0.20, -0.22, -0.16, -0.24, -0.19, -0.23, -0.12, -0.14, -0.21, -0.16, -0.15, -0.20, -0.20, -0.19, -0.19, -0.18, -0.19, -0.17, -0.17, -0.16, -0.19, -0.20, -0.16, -0.21, -0.16, -0.15, -0.19, -0.18, -0.15, -0.21, -0.18, -0.19, -0.15, -0.16, -0.15, -0.15, -0.15, 0.10, 0.11, 0.11, 0.11, 0.12, 0.11, 0.11, 0.11, 0.12, 0.12, 0.11, 0.12, 0.11, 0.12, 0.11, 0.11, 0.11, 0.11, 0.10, 0.12, 0.11, 0.13, 0.11, 0.11, 0.12, 0.11, 0.09, 0.13, 0.11, 0.13, 0.09, 0.12, 0.11, 0.11, 0.10, 0.09, 0.12, 0.10, 0.12, 0.09, 0.11, 0.11, 0.08, 0.09, 0.10, 0.09, 0.12, 0.12], "homo_lumo_gap_ev": 9.48, "e_above_lowest_ev": 4.819, "homo_energy_ev": -9.370, "smiles": "O=S1(=O)OCCO1.O=S1(=O)OCCO1.C1CCOC1.C1CCOC1.C1CCOC1.C1CCOC1.C1CCOC1", "lumo_energy_ev": 0.11, "energy_ha": -2717.5841, "multiplicity": 1}

---

(3)
{"formula": "C7H14NO", "method": "wB97M-V/def2-TZVPD", "species": ["O", "N", "C", "C", "C", "C", "C", "C", "C", "H", "H", "H", "H", "H", "H", "H", "H", "H", "H", "H", "H", "H", "H"], "positions_angstrom": [[-1.876696, -0.871960, 0.534806], [0.695740, 1.335723, -1.393931], [0.673272, 0.893958, -2.754300], [0.973501, 2.793522, -1.379596], [-0.686723, -0.631379, 0.948139], [0.851689, -2.929929, 3.767849], [-0.153139, -1.347050, 1.992252], [0.274639, -2.176469, 2.783095], [-2.479441, -0.121267, -0.516171], [0.396363, -0.142770, -2.606880], [-0.048461, 1.279829, -3.374202], [-2.753417, -0.871951, -1.355376], [-1.688222, 0.583473, -1.031641], [0.269499, 3.285961, -2.097794], [1.959605, -2.718019, 3.853648], [1.942340, 3.090430, -1.717542], [1.622585, 1.059461, -3.398145], [0.707606, -4.047341, 3.719748], [-0.078295, 0.155638, 0.686687], [0.461719, -2.722708, 4.802189], [1.509019, 0.814909, -1.030649], [-3.423565, 0.111597, -0.065799], [0.850383, 3.176340, -0.366387]], "forces_ev_per_angstrom": [[2.0921, -0.5444, 0.7182], [1.0908, 1.2741, 0.2154], [2.2038, -1.9169, -0.5877], [-1.2570, 0.0463, 0.1988], [-1.9166, -1.5111, 1.5578], [2.3713, -2.5768, 3.3084], [-0.1033, -1.8723, 0.5041], [-1.4172, 2.4273, -1.9137], [0.9985, -0.7324, -3.4898], [0.4775, -0.7140, -1.0062], [-2.2051, 1.4386, -0.8998], [0.5549, 0.9286, 1.4656], [-1.9347, -0.6510, 1.5653], [0.2943, -0.3786, 0.9050], [-1.0892, -0.2899, -0.2378], [0.9813, -0.1672, -0.3004], [-0.9795, -0.5551, 1.3498], [0.0584, 1.0815, -0.4737], [0.7261, 2.1808, -1.8683], [-0.0338, 0.2944, -0.9713], [-0.4224, 0.7004, 0.2769], [-0.3062, 1.3530, -0.1868], [-0.1838, 0.1848, -0.1297]], "nbo_charge": [-0.34, -0.65, -0.42, -0.43, 0.43, -0.79, -0.22, 0.35, -0.31, 0.19, 0.20, 0.23, 0.25, 0.20, 0.29, 0.19, 0.19, 0.30, 0.23, 0.32, 0.35, 0.24, 0.20], "homo_lumo_gap_ev": 6.94, "e_above_lowest_ev": 5.594, "homo_energy_ev": -12.675, "lumo_energy_ev": -5.73, "total_charge": 1, "energy_ha": -404.6918, "multiplicity": 1}

---

(4)
{"formula": "Cl2H2NO2P", "method": "wB97M-V/def2-TZVPD", "species": ["Cl", "Cl", "P", "O", "O", "N", "H", "H"], "positions_angstrom": [[-1.718513, -0.128186, 0.953304], [0.277093, 0.676846, -2.757929], [0.839065, 1.354762, 0.061188], [0.303781, 1.766752, -1.517997], [-1.431694, -1.639775, 1.590781], [1.880997, 0.225425, 0.076376], [2.000341, -0.435870, -0.661746], [-2.151070, -1.819955, 2.256021]], "forces_ev_per_angstrom": [[-0.4730, 0.1045, 0.0467], [0.1935, -0.5120, -0.4492], [1.1145, 0.0877, -1.0053], [-0.2237, 0.1581, 1.4991], [-0.6396, -0.6865, 0.8861], [-1.2355, 0.7451, 0.5727], [0.4060, -0.3913, -0.6198], [0.8578, 0.4943, -0.9304]], "nbo_charge": [0.23, 0.24, 1.35, -0.84, -0.69, -1.18, 0.39, 0.49], "homo_lumo_gap_ev": 10.09, "e_above_lowest_ev": 4.648, "homo_energy_ev": -10.444, "smiles": "[H]/N=P\\OCl.OCl", "lumo_energy_ev": -0.36, "energy_ha": -1468.0459, "multiplicity": 1}

---

- Which formula does entry 2 have?
  C24H48O13S2